Computed, not measured: C18H8Cl2F9NOPV as an isolated structure, with wB97M-V/def2-TZVPD.

Geometry as XYZ:
```
41
Properties=species:S:1:pos:R:3:nbo_charge:R:1
V -0.55939 -0.54358 -1.03670 1.47
Cl -6.74599 -3.13326 -0.36762 0.08
Cl -1.80016 -5.17087 -0.83315 0.11
P -0.61101 0.48451 -3.72849 2.64
F -0.48615 -0.25547 -5.07120 -0.52
F 7.38752 1.43639 3.33419 -0.31
F 0.61485 -0.35757 -2.98836 -0.53
F 7.07746 3.33584 2.35005 -0.31
F -1.56767 -0.69410 -3.03704 -0.55
F 0.35996 1.65622 -4.01631 -0.52
F -0.74076 1.14990 -1.94827 -0.53
F -1.89240 1.31456 -4.02460 -0.53
F 6.28068 3.00464 4.33549 -0.31
O -0.94844 -2.20921 -0.60978 -0.51
N -2.49814 -0.23998 -0.44307 -0.45
C 5.32028 1.27091 1.29132 -0.17
C 1.76893 0.42645 0.71767 0.30
C -3.20805 0.87240 -0.32282 0.13
C -2.80856 -3.80141 -0.67673 -0.04
C -5.04777 -2.89413 -0.46611 0.01
C -2.27484 -2.54646 -0.62700 0.26
C 0.75535 -0.00778 0.18213 -0.43
C 4.18089 0.77665 0.69252 -0.16
C -3.13540 -1.44490 -0.48964 0.14
C 2.94537 0.92154 1.33691 -0.14
C 4.01306 2.03863 3.17783 -0.18
C 2.86361 1.55420 2.58017 -0.16
C -5.25632 -0.37730 -0.25575 -0.05
C 5.23037 1.89855 2.52937 -0.08
C -4.21301 -3.96444 -0.60301 -0.22
C -4.59974 0.83021 -0.21409 -0.26
C 6.50139 2.42651 3.15062 0.97
C -4.52499 -1.56790 -0.40194 -0.12
H -2.66322 1.80636 -0.32577 0.24
H -5.14615 1.75623 -0.11227 0.26
H 1.90483 1.65658 3.06923 0.23
H -6.33453 -0.41819 -0.17752 0.26
H 3.96471 2.52484 4.14134 0.25
H 4.23234 0.28011 -0.26644 0.23
H -4.61997 -4.96484 -0.64986 0.27
H 6.28107 1.16918 0.80472 0.25
```

Its energy is -3925.228142 Eh. The orbital gap (spin up / spin down) comes out at 5.9516 / 7.0207 eV. The value obtained for the largest force on an atom is 0.611 eV Å⁻¹. Its total charge is +1. The spin multiplicity is 2. Its energy above the lowest of the compared OMol25 structures with the same formula, charge and spin is 0.000 eV. Its expectation value of S² is 0.800.